# C2Br2F2N2

3 unconnected molecules or ions with the total composition C2Br2F2N2 (wB97M-V/def2-TZVPD, the Open Molecules 2025 dataset).

## Properties
- net charge = 0
- SMILES = BrBr.N#CF.N#CF
- HOMO-LUMO gap (Ha) = 0.323

The geometry in XYZ format:
```
8
Properties=species:S:1:pos:R:3:forces:R:3:nbo_charge:R:1
Br 2.0370 0.7960 3.5321 0.0419 0.0237 -0.1530 0.0097
Br 2.8897 1.2257 1.4525 -0.0328 -0.0316 0.1488 -0.0071
F -1.8446 -1.9289 -0.2843 -0.1049 -0.7480 0.0341 -0.2210
F 0.4653 1.2883 -1.0489 0.1268 0.4399 -0.0816 -0.2236
N -2.4144 0.3718 -0.5306 -0.5271 1.8020 -0.2606 -0.4385
N 0.5127 -1.0752 -1.4104 0.2791 -1.2814 -0.3443 -0.4404
C 0.5192 0.0539 -1.2651 -0.1750 0.9649 0.3294 0.6624
C -2.1648 -0.7316 -0.4453 0.3921 -1.1696 0.3273 0.6585
```
Forces are in eV/Å.